(1)
Formula: ClH3S
Source: OMol25
Level of theory: ωB97M-V/def2-TZVPD

Calculated values
E_LUMO: -0.1310 hartree
Molar mass: 70.54 u
HOMO level: -9.84 eV
Max |F|: 0.0906 Eh/bohr
Gap between HOMO and LUMO: 6.280 eV
Energy: -23398.1366 eV
Energy relative to the best compared isomer or geometry (same formula, charge and spin): 8.239 eV

Geometry as ORCA input:
```
! RIJCOSX wB97M-V def2-TZVPD def2/J DEFGRID3
* xyz 0 1
H -2.02 -1.29 -2.22
S 2.05 0.04 1.95
Cl -1.51 0.51 -2.71
H -0.21 -0.64 0.33
H 1.69 1.38 2.65
*
```

Computed Löwdin charges, given in elementary charges: H 0.13; S 0.05; Cl -0.14; H 0.13; H -0.16

***

(2)
Formula: ClH3S
Source: OMol25
Level of theory: ωB97M-V/def2-TZVPD

Calculated values
E_LUMO: 0.0253 hartree
Molar mass: 70.54 u
HOMO level: -9.58 eV
Max |F|: 0.0258 Eh/bohr
Gap between HOMO and LUMO: 10.273 eV
SMILES string: Cl.S
Energy: -23405.9872 eV
Energy relative to the best compared isomer or geometry (same formula, charge and spin): 0.389 eV

Geometry as ORCA input:
```
! RIJCOSX wB97M-V def2-TZVPD def2/J DEFGRID3
* xyz 0 1
S 0.47 -1.39 -0.13
H 0.59 2.61 0.07
H -0.32 -2.38 0.26
Cl -0.23 1.64 -0.16
H -0.51 -0.48 -0.05
*
```

Computed Löwdin charges, given in elementary charges: S 0.45; H -0.20; H -0.23; Cl 0.32; H -0.33

***

(3)
Formula: ClH4N3
Source: OMol25
Level of theory: ωB97M-V/def2-TZVPD

Calculated values
E_LUMO: 0.0387 hartree
Molar mass: 81.51 u
HOMO level: -9.56 eV
Max |F|: 0.1149 Eh/bohr
Gap between HOMO and LUMO: 10.611 eV
SMILES string: [H]/N=N/N.Cl
Energy: -17055.6401 eV
Energy relative to the best compared isomer or geometry (same formula, charge and spin): 0.420 eV

Geometry as ORCA input:
```
! RIJCOSX wB97M-V def2-TZVPD def2/J DEFGRID3
* xyz 0 1
N 0.01 -0.66 0.53
H -2.48 -0.20 -1.04
H 0.63 -0.10 1.13
N -1.74 -0.72 -0.83
N -1.00 -0.01 0.06
Cl 3.56 1.42 0.79
H -1.44 -1.70 -1.03
H 2.45 1.96 0.40
*
```

Löwdin population analysis, charges in e, atoms 1 to 6: N -0.01; H 0.03; H 0.01; N 0.02; N -0.17; Cl 0.25